Run P
A 2-piece molecular cluster, C3H4NO overall. Source: the OMol25 dataset; level of theory: ωB97M-V/def2-TZVPD.

Computed properties:
- Molar mass: 70.07 g/mol
- E_LUMO: -4.92 eV
- E_HOMO: -14.557 eV
- Total charge: +1
- HOMO-LUMO gap: 9.6 eV

```
9
C3H4NO (ωB97M-V/def2-TZVPD)
C 0.15 -1.67 -0.05
C 1.11 1.02 0.08
C -1.09 0.39 -0.12
N -0.68 -0.85 -0.05
O 1.68 0.02 0.02
H 0.68 -2.56 -0.11
H 1.17 2.01 0.29
H -1.33 0.85 0.79
H -1.68 0.78 -0.86
```

Run Q
C3H4NO as an isolated structure. Source: the OMol25 dataset; level of theory: ωB97M-V/def2-TZVPD.

Computed properties:
- Molar mass: 70.07 g/mol
- E_LUMO: -7.25 eV
- E_HOMO: -16.238 eV
- Total charge: +1
- HOMO-LUMO gap: 9.0 eV

```
9
C3H4NO (ωB97M-V/def2-TZVPD)
C 0.47 -1.33 -0.83
C -0.24 0.97 0.48
C 0.21 -0.10 -1.09
N -0.46 0.90 1.72
O -0.62 0.89 2.85
H 0.45 -1.78 0.22
H 0.76 -2.02 -1.69
H -0.30 1.97 0.22
H -0.26 0.50 -1.87
```

Run R
An isolated ion of composition C3H4NO and charge +1. Source: the OMol25 dataset; level of theory: ωB97M-V/def2-TZVPD.

Computed properties:
- SMILES: C=[N+]=C1CO1
- Molar mass: 70.07 g/mol
- E_LUMO: -6.22 eV
- E_HOMO: -15.935 eV
- Total charge: +1
- HOMO-LUMO gap: 9.7 eV

```
9
C3H4NO (ωB97M-V/def2-TZVPD)
C -2.24 0.22 0.02
N -0.91 0.12 -0.07
C 0.37 0.03 0.08
C 2.05 -0.38 -0.06
O 1.32 0.87 0.06
H -2.78 -0.02 -0.78
H -2.58 0.54 0.90
H 2.39 -0.63 0.95
H 2.39 -0.75 -1.11
```

Tell me which of them is the most stable. Sure, it is run P.